DFT (wB97M-V/def2-TZVPD) results for an isolated ion of composition C4H7F3NOS3 and charge +1.

XYZ file:
```
19
C4H7F3NOS3 wB97M-V/def2-TZVPD
C -1.176 -0.604 0.512
C -2.367 0.215 0.276
C 2.268 -0.259 -0.722
C 1.187 -0.988 0.155
N -2.470 1.254 -0.564
O -0.065 -0.535 -0.274
F 0.171 2.312 0.304
F 3.509 1.385 -2.003
F 0.122 -3.312 0.355
S 1.296 1.503 1.397
S 2.681 1.265 -0.370
S 1.440 -2.701 -0.453
H -0.942 -0.138 1.509
H -1.524 -1.630 0.823
H -3.321 0.137 0.921
H 2.671 -0.738 -1.593
H 1.285 -0.788 1.266
H -3.161 1.994 -0.525
H -1.603 1.627 -1.018
```

Summary:
**E_HOMO**: -0.4762 Eh
**Total charge**: +1
**E_LUMO**: -5.71 eV